No. 1
46
Properties=species:S:1:pos:R:3 method="wB97M-V/def2-TZVPD" smiles="CCCN[C@@H](OCO)[C@@H](O[C@H](COO)CC(=O)O)/C(Br)=C(/C)Br" energy_ev=-169749.359 lumo_ev=-0.096 gap_ev=8.673
C -0.490 -3.985 0.870
C 1.038 -3.839 0.219
C 1.109 -2.585 -0.886
N 1.131 -1.317 -0.062
C 1.457 -0.086 -0.928
O 1.193 -0.471 -2.323
C 1.541 0.593 -3.277
O 2.854 1.221 -3.063
C 0.456 1.113 -0.360
O -0.728 0.458 0.289
C -1.818 1.439 0.419
C -2.186 1.515 2.032
O -2.988 0.381 2.518
O -2.248 -0.697 2.663
C -3.083 0.974 -0.530
C -2.773 -0.325 -1.484
O -2.581 -1.585 -1.056
O -2.747 -0.094 -2.949
C 1.209 2.206 0.603
Br 1.590 4.053 -0.175
C 1.630 2.010 2.016
C 2.349 3.241 2.886
Br 1.338 0.263 2.942
H -0.484 -3.269 1.823
H -1.270 -3.588 0.088
H -0.647 -5.115 1.152
H 1.816 -3.604 1.076
H 1.361 -4.864 -0.290
H 0.115 -2.713 -1.535
H 2.089 -2.786 -1.508
H 1.939 -1.435 0.619
H 2.602 0.145 -0.699
H 0.645 1.375 -3.373
H 1.595 0.071 -4.349
H 2.715 2.227 -2.961
H -0.013 1.737 -1.263
H -1.518 2.541 0.106
H -1.214 1.715 2.681
H -2.860 2.482 2.160
H -2.288 -1.171 1.772
H -3.393 1.885 -1.234
H -4.039 0.738 0.131
H -3.640 -0.476 -3.267
H 3.225 3.744 2.296
H 2.779 2.718 3.868
H 1.536 4.029 3.265

=====

No. 2
42
Properties=species:S:1:pos:R:3 method="wB97M-V/def2-TZVPD" de_lowest_kcal_mol=13.1 energy_ev=-103413.272 lumo_ev="-4.607 / -4.629" gap_ev="6.885 / 8.291" total_charge=+1 spin_multiplicity=3 s2=2.01
W 0.041 0.240 0.343
N -1.681 1.720 0.508
C -1.483 2.676 -0.631
C -0.006 2.817 -1.059
O 0.359 3.757 -1.713
N 0.767 1.769 -0.631
C 2.177 1.731 -1.026
C 2.793 0.441 -0.453
O 3.976 0.294 -0.344
O 1.881 -0.459 -0.086
H -2.641 1.388 0.493
H -1.603 2.251 1.370
H -1.864 3.668 -0.396
H -2.026 2.312 -1.503
H 2.728 2.588 -0.639
H 2.288 1.748 -2.112
Br 1.252 2.362 2.494
C 1.192 0.575 3.147
C 1.751 0.185 4.336
C 1.618 -1.151 4.700
C 0.943 -2.024 3.859
C 0.420 -1.548 2.681
N 0.530 -0.242 2.316
C -0.331 -2.356 1.655
O -0.538 -3.528 1.742
O -0.741 -1.555 0.690
H 2.275 0.894 4.959
H 2.034 -1.501 5.634
H 0.814 -3.071 4.094
C -0.808 -1.449 -3.613
C -2.243 -1.568 -3.061
C -2.212 -0.849 -1.707
O -0.884 -0.243 -1.599
C 0.018 -1.081 -2.397
H -0.751 -0.665 -4.366
H -0.452 -2.375 -4.056
H -2.539 -2.605 -2.926
H -2.955 -1.104 -3.739
H -2.348 -1.545 -0.885
H -2.940 -0.042 -1.637
H 0.288 -1.963 -1.816
H 0.901 -0.492 -2.626

=====

No. 3
115
Properties=species:S:1:pos:R:3 method="wB97M-V/def2-TZVPD" energy_ev=-156053.391 lumo_ev="-6.224 / -5.715" gap_ev="6.172 / 6.681" total_charge=+2 spin_multiplicity=4 s2=3.84
Cr -0.490 0.629 1.293
C -0.038 4.273 1.763
C 1.334 3.723 1.447
S 1.527 1.906 1.704
C 1.824 1.806 3.511
C 0.601 1.925 4.393
S -0.792 0.869 3.820
C -2.161 1.870 4.559
C -3.519 1.423 4.061
S -3.632 1.283 2.244
C -3.982 2.989 1.700
C -2.796 3.934 1.709
S -1.305 3.285 0.851
H -0.109 5.310 1.431
H -0.250 4.228 2.830
H 2.106 4.210 2.045
H 1.569 3.865 0.392
H 2.545 2.586 3.756
H 2.296 0.832 3.629
H 0.240 2.952 4.446
H 0.860 1.592 5.400
H -1.979 2.917 4.321
H -2.099 1.732 5.639
H -4.290 2.115 4.399
H -3.754 0.423 4.427
H -4.774 3.387 2.336
H -4.372 2.854 0.691
H -2.500 4.165 2.730
H -3.077 4.865 1.214
C 0.730 2.784 -6.492
S 1.327 3.535 -4.955
C -0.235 4.137 -4.195
C -0.563 3.436 -2.881
C -0.655 1.924 -3.083
N -1.048 1.178 -1.892
P -2.584 1.439 -1.060
C -3.599 1.965 -2.477
C -3.617 1.248 -3.674
C -4.355 1.714 -4.744
C -5.075 2.894 -4.631
C -5.064 3.609 -3.445
C -4.326 3.147 -2.369
C -3.159 -0.303 -0.792
C -2.685 -0.969 0.335
C -3.130 -2.232 0.674
C -4.099 -2.850 -0.103
C -4.622 -2.182 -1.196
C -4.164 -0.920 -1.530
P -0.035 0.159 -0.988
C 1.733 0.443 -1.312
C 2.499 -0.655 -0.911
C 3.871 -0.638 -1.039
C 4.493 0.469 -1.599
C 3.747 1.577 -1.961
C 2.371 1.582 -1.792
C -0.223 -1.430 -1.904
C 0.006 -1.413 -3.281
C -0.140 -2.565 -4.031
C -0.510 -3.754 -3.421
C -0.697 -3.783 -2.049
C -0.559 -2.631 -1.294
H 1.597 2.651 -7.130
H 0.025 3.453 -6.976
H 0.273 1.819 -6.289
H -1.028 3.975 -4.921
H -0.102 5.208 -4.039
H -1.523 3.811 -2.516
H 0.192 3.676 -2.129
H 0.321 1.555 -3.410
H -1.376 1.735 -3.884
H -3.056 0.326 -3.754
H -4.372 1.151 -5.665
H -5.646 3.253 -5.471
H -5.629 4.524 -3.361
H -4.312 3.712 -1.446
H -1.954 -0.476 1.016
H -2.730 -2.732 1.543
H -4.443 -3.841 0.152
H -5.402 -2.633 -1.791
H -4.605 -0.417 -2.373
H 1.999 -1.530 -0.514
H 4.451 -1.490 -0.715
H 5.559 0.466 -1.751
H 4.230 2.447 -2.377
H 1.822 2.473 -2.052
H 0.312 -0.500 -3.769
H 0.049 -2.536 -5.093
H -0.639 -4.652 -4.006
H -0.949 -4.712 -1.561
H -0.700 -2.669 -0.227
C 4.502 -6.047 4.449
C 4.816 -4.909 3.468
C 5.485 -5.477 2.207
C 5.794 -3.957 4.163
C 3.539 -4.221 3.013
C 2.485 -4.998 2.518
C 1.290 -4.466 2.071
C 1.172 -3.092 2.101
O 0.142 -2.268 1.715
B 0.593 -0.982 1.868
O 1.869 -0.977 2.391
C 2.232 -2.297 2.535
C 3.410 -2.834 3.011
H 5.426 -6.536 4.741
H 3.853 -6.800 4.014
H 4.028 -5.658 5.346
H 6.416 -5.971 2.472
H 5.700 -4.674 1.504
H 4.839 -6.198 1.713
H 6.659 -4.522 4.501
H 5.335 -3.498 5.036
H 6.146 -3.180 3.488
H 2.596 -6.069 2.478
H 0.496 -5.095 1.707
H 4.194 -2.182 3.354

=====

No. 4
32
Properties=species:S:1:pos:R:3 method="wB97M-V/def2-TZVPD" de_lowest_kcal_mol=25.8 energy_ev=-22553.627 lumo_ev=0.607 gap_ev=8.882
C 0.228 -1.124 -1.886
C 2.428 -0.527 -0.460
C 0.054 -0.215 -0.951
C 1.233 -0.104 -0.024
C -1.087 0.630 -0.683
C -0.756 2.110 -0.914
C 1.536 -1.797 -2.227
C 2.828 -1.083 -1.800
C -2.365 0.280 -0.650
C -2.797 -1.138 -0.397
C -0.918 0.599 3.485
N 2.435 1.558 2.183
N -0.395 0.347 2.164
Si 1.195 0.672 1.706
H -0.735 -1.286 -2.392
H 3.243 -0.538 0.342
H -0.119 2.316 -1.768
H -0.119 2.479 -0.208
H 1.433 -2.823 -1.755
H 1.428 -2.087 -3.212
H 3.218 -0.202 -2.418
H 3.558 -1.827 -1.802
H -3.275 0.927 -0.711
H -2.726 -1.688 -1.314
H -3.905 -1.136 -0.074
H -2.259 -1.588 0.545
H -1.622 1.334 3.586
H -1.426 -0.330 4.031
H -0.138 0.989 4.005
H -1.560 2.730 -0.813
H 2.522 2.160 2.946
H -1.135 0.359 1.462

=====

No. 5
20
Properties=species:S:1:pos:R:3 method="wB97M-V/def2-TZVPD" de_lowest_kcal_mol=80.2 energy_ev=-11972.475 lumo_ev=3.642 gap_ev=7.049 total_charge=-1
C 0.227 0.405 -0.893
C 0.113 -1.095 -0.746
C -0.414 -1.539 0.558
O -1.630 -1.377 0.872
N 1.478 0.813 -0.190
C 1.362 1.353 1.184
O 1.139 2.737 1.228
H 0.350 0.784 -1.953
H -0.749 0.890 -0.426
H -0.680 -1.381 -1.724
H 0.948 -1.485 -1.318
H -0.204 -2.604 0.779
H 0.197 -1.080 1.585
H 2.107 0.096 -0.163
H 2.300 1.143 1.698
H 0.493 0.964 1.633
H 1.319 3.276 0.452
H -3.080 -1.061 -1.454
H -2.384 -0.560 -0.008
O -2.891 -0.279 -1.114

=====

No. 6
73
Properties=species:S:1:pos:R:3 method="wB97M-V/def2-TZVPD" energy_ev=-423688.101 lumo_ev=-3.555 gap_ev=6.412 total_charge=+1
Zn -0.618 -7.079 17.019
O -1.820 -8.954 17.216
C -1.747 -9.250 18.620
C -2.044 -7.979 19.339
C -2.855 -7.892 20.442
C -3.143 -6.673 21.077
C -2.542 -5.533 20.555
C -1.661 -5.720 19.474
N -1.374 -6.907 18.884
H -1.593 -9.743 16.701
H -0.731 -9.539 18.837
H -2.490 -10.038 18.935
H -3.290 -8.844 20.823
H -3.914 -6.655 21.838
H -2.671 -4.490 20.875
H -1.090 -4.939 19.021
C 2.126 -8.691 18.958
C 2.612 -7.415 19.550
As 3.748 -7.423 21.246
C 5.110 -8.578 20.330
C 4.989 -9.953 20.221
C 5.829 -10.713 19.430
C 6.959 -10.108 18.837
C 7.066 -8.718 18.955
C 6.157 -7.971 19.732
C 2.810 -8.651 22.448
C 2.879 -8.194 23.737
C 2.386 -8.973 24.771
C 1.901 -10.254 24.558
C 1.767 -10.627 23.198
C 2.307 -9.898 22.174
P 1.545 -8.383 17.255
C 3.071 -7.929 16.360
C 2.988 -7.166 15.211
C 4.143 -6.932 14.421
C 5.337 -7.349 14.890
C 5.422 -8.088 16.078
C 4.331 -8.364 16.828
C 1.217 -10.063 16.602
C 1.209 -10.242 15.216
C 0.881 -11.497 14.694
C 0.640 -12.611 15.534
C 0.742 -12.436 16.910
C 1.004 -11.161 17.417
H 1.264 -9.168 19.513
H 2.856 -9.465 18.862
H 1.777 -6.770 19.786
H 3.282 -6.852 18.892
H 4.229 -10.485 20.773
H 5.740 -11.769 19.407
H 7.656 -10.667 18.224
H 7.938 -8.265 18.554
H 6.443 -6.917 19.920
H 3.358 -7.251 23.911
H 2.554 -8.672 25.817
H 1.531 -10.857 25.346
H 1.338 -11.590 22.905
H 2.217 -10.354 21.163
H 2.023 -6.749 14.841
H 4.042 -6.342 13.539
H 6.187 -7.134 14.301
H 6.373 -8.426 16.311
H 4.418 -8.940 17.731
H 1.434 -9.460 14.503
H 0.711 -11.665 13.666
H 0.227 -13.511 15.099
H 0.526 -13.285 17.527
H 1.021 -11.036 18.504
Se -2.004 -3.062 13.608
Sb -1.024 -4.834 14.912
Se -0.523 -4.217 12.488
Se 0.578 -4.545 16.645
Se -2.266 -6.894 15.013

=====

No. 7
11
Properties=species:S:1:pos:R:3 method="wB97M-V/def2-TZVPD" smiles="C=C1C=NOC1" de_lowest_kcal_mol=72.3 energy_ev=-7763.393 lumo_ev=0.379 gap_ev=9.350
C -1.547 0.154 0.412
C -0.214 0.147 0.308
C 0.399 -0.958 -0.467
O 1.580 -0.400 -1.042
N 1.845 0.791 -0.393
C 0.907 1.080 0.441
H -2.157 0.634 1.160
H -2.079 -0.368 -0.381
H -0.368 -1.336 -1.147
H 0.692 -1.794 0.184
H 0.941 2.050 0.924

=====

No. 8
14
Properties=species:S:1:pos:R:3 method="wB97M-V/def2-TZVPD" smiles="O/C=C/C1CC1" de_lowest_kcal_mol=41.5 energy_ev=-7360.454 lumo_ev=0.998 gap_ev=9.523
O 1.168 2.205 1.636
C 0.388 1.387 0.889
C -0.751 -0.159 -1.310
C 0.025 -1.431 -1.114
C -0.569 -0.704 0.078
C 0.207 0.078 1.076
H 1.679 1.639 2.228
H -0.106 1.915 0.079
H -1.731 -0.144 -1.779
H -0.128 0.668 -1.641
H -0.476 -2.352 -1.406
H 1.106 -1.407 -1.252
H -1.368 -1.298 0.518
H 0.557 -0.396 2.000

=====

No. 9
8
Properties=species:S:1:pos:R:3 method="wB97M-V/def2-TZVPD" de_lowest_kcal_mol=22.6 energy_ev=-7244.665 lumo_ev=-5.557 gap_ev=12.024 total_charge=+1
C -0.387 -0.157 -0.030
C -0.933 -1.367 -0.041
C 2.667 -0.712 0.023
O -1.387 -2.403 0.018
O 3.765 -0.873 -0.002
H 0.875 -0.143 0.003
H -0.337 0.382 1.022
H -0.628 0.457 -0.781

=====

No. 10
79
Properties=species:S:1:pos:R:3 method="wB97M-V/def2-TZVPD" energy_ev=-439479.866 lumo_ev="1.601 / 1.573" gap_ev="3.853 / 5.105" total_charge=-1 spin_multiplicity=3 s2=2.04
Ni -2.143 0.317 0.239
C -1.987 -2.604 -2.981
C -2.126 -1.848 -1.686
N -2.221 -0.531 -1.671
N -2.271 0.144 -2.840
C -2.705 1.423 -2.886
N -2.634 2.049 -4.114
S -3.264 2.230 -1.549
C -2.169 -2.479 -0.403
C -2.241 -3.870 -0.196
C -2.254 -4.376 1.081
C -2.213 -3.495 2.162
C -2.178 -2.139 1.890
N -2.158 -1.638 0.670
H -2.822 -2.387 -3.650
H -1.963 -3.674 -2.811
H -1.058 -2.326 -3.488
H -1.906 -0.280 -3.690
H -2.762 1.479 -4.939
H -3.123 2.931 -4.129
H -2.290 -4.544 -1.037
H -2.289 -5.444 1.248
H -2.205 -3.852 3.180
H -2.156 -1.430 2.708
Br -3.039 2.343 6.444
C -2.516 2.318 4.649
C -1.098 2.686 4.296
Br -0.193 3.700 5.722
C -0.387 1.439 3.878
Br 0.002 0.054 5.100
C -0.504 1.324 2.531
O -0.386 0.371 1.712
C -3.144 1.611 2.283
O -3.769 0.775 1.625
C -3.333 1.768 3.694
Br -4.898 0.840 4.239
O -1.054 3.521 3.163
C -1.012 2.676 2.034
O -2.323 2.454 1.555
C -0.162 3.272 0.923
C 0.038 2.337 -0.265
Ge 1.318 0.753 -0.293
C 3.151 1.304 0.272
C 4.121 0.319 0.417
C 5.415 0.637 0.782
C 5.758 1.956 1.026
C 4.806 2.950 0.879
C 3.517 2.623 0.494
C 1.272 -1.149 0.353
C 1.642 -1.432 1.662
C 1.610 -2.723 2.152
C 1.240 -3.767 1.322
C 0.902 -3.504 0.007
C 0.903 -2.202 -0.465
C 1.463 0.448 -2.285
C 2.343 -0.528 -2.742
C 2.402 -0.890 -4.075
C 1.569 -0.276 -4.995
C 0.709 0.721 -4.568
C 0.665 1.078 -3.229
H 0.786 3.573 1.380
H -0.687 4.171 0.574
H 0.348 2.956 -1.109
H -0.939 1.894 -0.517
H 3.847 -0.715 0.253
H 6.155 -0.146 0.877
H 6.764 2.208 1.328
H 5.069 3.982 1.063
H 2.783 3.407 0.364
H 1.952 -0.622 2.306
H 1.858 -2.910 3.188
H 1.217 -4.782 1.696
H 0.617 -4.311 -0.653
H 0.612 -2.006 -1.489
H 2.989 -1.018 -2.027
H 3.094 -1.658 -4.397
H 1.595 -0.570 -6.037
H 0.066 1.224 -5.279
H -0.014 1.861 -2.926

=====

Repeat the eighth record exactly.
14
Properties=species:S:1:pos:R:3 method="wB97M-V/def2-TZVPD" smiles="O/C=C/C1CC1" de_lowest_kcal_mol=41.5 energy_ev=-7360.454 lumo_ev=0.998 gap_ev=9.523
O 1.168 2.205 1.636
C 0.388 1.387 0.889
C -0.751 -0.159 -1.310
C 0.025 -1.431 -1.114
C -0.569 -0.704 0.078
C 0.207 0.078 1.076
H 1.679 1.639 2.228
H -0.106 1.915 0.079
H -1.731 -0.144 -1.779
H -0.128 0.668 -1.641
H -0.476 -2.352 -1.406
H 1.106 -1.407 -1.252
H -1.368 -1.298 0.518
H 0.557 -0.396 2.000